Record 1
Entry from the Open Molecules 2025 dataset: C3HO2Pt as an isolated structure at a distorted geometry (wB97M-V/def2-TZVPD).

```
7
Properties=species:S:1:pos:R:3
C -0.0013 -1.1441 0.0218
H 0.1606 -2.0407 -0.5686
C 0.4477 -0.1219 0.6806
O -1.5201 -0.1484 -0.1947
C -0.7109 0.7928 0.3223
Pt 2.0202 0.8037 -0.0520
O -0.3962 1.8585 -0.2094
```

Values from the calculation:
Charge ... +1
F_max ... 4.1 eV/Å
LUMO energy (alpha / beta) ... -7.07 / -9.03 eV
Spin multiplicity ... 3
Energy above the lowest of the compared OMol25 structures with the same formula, charge and spin ... 22.25 kcal/mol
HOMO-LUMO gap (alpha / beta) ... 8.767 / 6.773 eV
Expectation value of S² ... 2.017
HOMO level (alpha / beta) ... -15.8 / -15.8 eV

=====

Record 2
Entry from the Open Molecules 2025 dataset: a 3-piece molecular cluster, C3HO2S3 overall at a distorted geometry (wB97M-V/def2-TZVPD).

```
9
Properties=species:S:1:pos:R:3
C -0.5097 3.0966 0.8299
C 2.4129 3.3685 -1.2710
C 0.2410 1.1743 0.2419
O 1.7377 3.7471 -2.1138
O 3.2455 3.2343 -0.4942
S 0.0803 3.4614 2.2480
S 0.7402 0.7545 -1.2822
S -0.6925 -0.1581 1.0942
H -0.4579 -1.2794 0.1715
```

Values from the calculation:
Charge ... -1
F_max ... 2.5 eV/Å
LUMO energy (alpha / beta) ... 3.26 / 2.45 eV
Spin multiplicity ... 3
Energy above the lowest of the compared OMol25 structures with the same formula, charge and spin ... 64.43 kcal/mol
HOMO-LUMO gap (alpha / beta) ... 5.234 / 6.739 eV
Expectation value of S² ... 2.019
HOMO level (alpha / beta) ... -2.0 / -4.3 eV

=====

Record 3
Entry from the Open Molecules 2025 dataset: a 2-piece molecular cluster, C3HO3 overall at a distorted geometry (wB97M-V/def2-TZVPD).

```
7
Properties=species:S:1:pos:R:3
C -1.2292 -0.3573 0.2388
C 2.0718 0.8442 -0.0797
C -0.8136 -1.3688 -0.4334
O 1.5024 1.8234 -0.3593
O 2.3046 -0.2841 0.0429
O -2.2752 -1.3270 -0.0937
H -1.5608 0.6696 0.6843
```

Values from the calculation:
Charge ... -1
F_max ... 4.6 eV/Å
LUMO energy ... 3.22 eV
Energy above the lowest of the compared OMol25 structures with the same formula, charge and spin ... 114.14 kcal/mol
HOMO-LUMO gap ... 4.626 eV
HOMO level ... -1.4 eV

=====

Record 4
Entry from the Open Molecules 2025 dataset: C3HO3Pb as an isolated structure at a distorted geometry (wB97M-V/def2-TZVPD).

```
8
Properties=species:S:1:pos:R:3
O -3.3409 -0.1529 -0.1012
C -2.1864 0.0360 -0.1611
C -0.9286 0.4046 -0.2335
O 0.0788 -0.5810 0.0222
C 1.2545 -0.0309 0.0816
O 2.1876 -0.8634 -0.1897
Pb 0.3857 2.1727 -0.1674
H 2.5493 -0.9850 0.7492
```

Values from the calculation:
Charge ... +1
F_max ... 3.2 eV/Å
LUMO energy ... -6.37 eV
Energy above the lowest of the compared OMol25 structures with the same formula, charge and spin ... 0.00 kcal/mol
HOMO-LUMO gap ... 7.269 eV
HOMO level ... -13.6 eV

=====

Record 5
Entry from the Open Molecules 2025 dataset: an isolated ion of composition C3HO4 and charge -1 at a distorted geometry (wB97M-V/def2-TZVPD).

```
8
Properties=species:S:1:pos:R:3
C 1.3535 0.4001 -0.2292
C -1.3178 0.0735 -0.0499
C 0.1563 -0.3605 0.0311
O -1.9863 -0.8376 -0.4569
O 2.2667 0.8295 -0.8545
O -1.6511 1.1932 0.3332
O 0.9691 0.2134 1.0673
H 0.2097 -1.5116 0.1589
```

Values from the calculation:
Charge ... -1
F_max ... 4.9 eV/Å
LUMO energy (alpha / beta) ... 4.22 / 0.78 eV
Spin multiplicity ... 3
Energy above the lowest of the compared OMol25 structures with the same formula, charge and spin ... 54.94 kcal/mol
HOMO-LUMO gap (alpha / beta) ... 4.989 / 5.868 eV
Expectation value of S² ... 2.012
HOMO level (alpha / beta) ... -0.8 / -5.1 eV

=====

Record 6
Entry from the Open Molecules 2025 dataset: a 2-piece molecular cluster, C3HS2 overall at a distorted geometry (wB97M-V/def2-TZVPD).

```
6
Properties=species:S:1:pos:R:3
C 0.1887 -0.2704 0.3808
C 1.4117 -0.1159 -0.0573
C -1.8764 -0.0409 0.2684
S 2.5934 0.2579 -1.0928
S -2.3376 1.2139 -0.5695
H 0.0202 -1.0447 1.0705
```

Values from the calculation:
Charge ... -1
F_max ... 2.4 eV/Å
LUMO energy (alpha / beta) ... 3.60 / 2.22 eV
Spin multiplicity ... 3
HOMO-LUMO gap (alpha / beta) ... 5.014 / 5.797 eV
Expectation value of S² ... 2.010
HOMO level (alpha / beta) ... -1.4 / -3.6 eV

=====

Record 7
Entry from the Open Molecules 2025 dataset: C3IrO3 as an isolated structure at a distorted geometry (wB97M-V/def2-TZVPD).

```
7
Properties=species:S:1:pos:R:3
C -0.0117 -1.7316 -0.5756
C 0.8727 -0.9584 0.1256
O 2.0630 -1.5064 0.1521
O -0.9607 1.9370 -0.2884
O -0.0032 -0.6765 1.1516
C -0.6744 3.0240 -0.4371
Ir -1.2857 -0.0881 -0.1282
```

Values from the calculation:
Charge ... +1
F_max ... 5.3 eV/Å
LUMO energy (alpha / beta) ... -7.15 / -8.33 eV
Spin multiplicity ... 5
Energy above the lowest of the compared OMol25 structures with the same formula, charge and spin ... 0.00 kcal/mol
HOMO-LUMO gap (alpha / beta) ... 7.198 / 7.459 eV
Expectation value of S² ... 6.048
HOMO level (alpha / beta) ... -14.3 / -15.8 eV

=====

Record 8
Entry from the Open Molecules 2025 dataset: C3LiNdO6 as an isolated structure at a distorted geometry (wB97M-V/def2-TZVPD).

```
11
Properties=species:S:1:pos:R:3
O -0.7709 0.5238 1.8062
C -0.9700 0.1103 0.6304
O -0.3334 0.9464 -0.2155
C -0.6984 2.1776 -1.7539
O -1.6813 2.8271 -1.5602
O 0.2655 2.1310 -2.4635
Nd 1.4529 1.5312 1.5400
C 0.0993 -1.9263 0.4090
O -0.3107 -3.0536 0.6900
O 1.3248 -1.6211 0.5107
Li 1.6222 -3.6462 0.4070
```

Values from the calculation:
Charge ... +1
F_max ... 5.7 eV/Å
LUMO energy (alpha / beta) ... -5.03 / -5.12 eV
Spin multiplicity ... 5
HOMO-LUMO gap (alpha / beta) ... 7.265 / 7.406 eV
Expectation value of S² ... 6.181
HOMO level (alpha / beta) ... -12.3 / -12.5 eV

=====

Record 9
Entry from the Open Molecules 2025 dataset: one molecule with the formula C3N2O at a distorted geometry (wB97M-V/def2-TZVPD).

```
6
Properties=species:S:1:pos:R:3
C -0.1634 -0.1555 0.4663
C -0.0515 1.2689 0.0996
C 0.2681 -1.1200 -0.5676
N 0.0204 2.3997 -0.1129
N 0.5553 -1.8649 -1.4023
O -0.6289 -0.5282 1.5169
```

Values from the calculation:
F_max ... 1.3 eV/Å
LUMO energy ... -2.17 eV
Energy above the lowest of the compared OMol25 structures with the same formula, charge and spin ... 5.27 kcal/mol
SMILES ... N#CC(=O)C#N
HOMO-LUMO gap ... 10.597 eV
HOMO level ... -12.8 eV

=====

Record 10
Entry from the Open Molecules 2025 dataset: one molecule with the formula C3N2O3 at a distorted geometry (wB97M-V/def2-TZVPD).

```
8
Properties=species:S:1:pos:R:3
C 0.8635 -0.2425 -0.5679
C -1.4061 0.5368 0.2980
C -0.4611 0.3292 -0.8744
N 1.8690 -0.7698 -0.5567
N -1.3449 0.4798 1.4729
O -0.7816 0.3790 -2.0571
O 2.8961 -1.3244 -0.3245
O -1.6348 0.6119 2.6096
```

Values from the calculation:
F_max ... 3.9 eV/Å
LUMO energy ... -1.52 eV
Energy above the lowest of the compared OMol25 structures with the same formula, charge and spin ... 153.91 kcal/mol
SMILES ... O=C(C#[N+][O-])C#[N+][O-]
HOMO-LUMO gap ... 9.239 eV
HOMO level ... -10.8 eV

=====

Record 11
Entry from the Open Molecules 2025 dataset: one molecule with the formula C3N2S at a distorted geometry (wB97M-V/def2-TZVPD).

```
6
Properties=species:S:1:pos:R:3
C -0.0247 0.4225 0.0142
C 1.2151 -0.2812 0.0054
C -1.1982 -0.3309 -0.0131
N 2.2293 -0.8554 -0.0063
N -2.1560 -0.9937 0.0023
S -0.0656 2.0387 -0.0026
```

Values from the calculation:
F_max ... 3.6 eV/Å
LUMO energy ... -2.93 eV
Energy above the lowest of the compared OMol25 structures with the same formula, charge and spin ... 1.80 kcal/mol
SMILES ... N#CC(=S)C#N
HOMO-LUMO gap ... 7.788 eV
HOMO level ... -10.7 eV

=====

Record 12
Entry from the Open Molecules 2025 dataset: C3NO2S as an isolated structure at a distorted geometry (wB97M-V/def2-TZVPD).

```
7
Properties=species:S:1:pos:R:3
C 1.2794 1.1390 -1.0363
C 1.3048 0.8447 0.2861
C -1.3988 -1.1107 0.5320
N 1.6775 1.6074 -2.0680
O -2.2458 -0.3507 0.6988
O -1.0126 -2.2036 0.2444
S 0.3954 0.0739 1.3430
```

Values from the calculation:
Charge ... -1
F_max ... 4.1 eV/Å
LUMO energy (alpha / beta) ... 3.42 / 3.42 eV
Energy above the lowest of the compared OMol25 structures with the same formula, charge and spin ... 32.48 kcal/mol
HOMO-LUMO gap (alpha / beta) ... 6.423 / 6.423 eV
HOMO level (alpha / beta) ... -3.0 / -3.0 eV

=====

Record 13
Entry from the Open Molecules 2025 dataset: an isolated ion of composition C3NO3S and charge -1 at a distorted geometry (wB97M-V/def2-TZVPD).

```
8
Properties=species:S:1:pos:R:3
C 1.0497 0.8020 0.0089
C -1.0824 0.3492 -0.0727
C -0.0861 -1.2253 0.0101
N -0.1786 1.2491 -0.0829
O 2.0665 1.4537 0.1181
O 1.0894 -0.6284 -0.0745
O -0.1521 -2.4585 0.0560
S -2.7063 0.4581 0.0370
```

Values from the calculation:
Charge ... -1
F_max ... 3.3 eV/Å
LUMO energy ... 3.61 eV
Energy above the lowest of the compared OMol25 structures with the same formula, charge and spin ... 12.18 kcal/mol
SMILES ... O=C1OC([O-])=NC1=S
HOMO-LUMO gap ... 8.135 eV
HOMO level ... -4.5 eV

=====

Record 14
Entry from the Open Molecules 2025 dataset: a 12-piece molecular cluster, C40H100N4O12 overall at a distorted geometry (wB97M-V/def2-TZVPD).

```
156
Properties=species:S:1:pos:R:3
C -7.5568 4.9691 3.0141
C -7.1868 6.4147 2.4786
C -5.7163 6.8323 2.8937
C -4.6113 6.0524 2.1805
C -3.2217 6.4201 2.7285
C -2.8737 7.8892 2.4052
H -8.5773 4.7515 2.6991
H -7.5551 4.9542 4.1040
H -6.9922 4.1611 2.5489
H -7.3063 6.3818 1.3957
H -7.8171 7.2431 2.8020
H -5.5981 6.5265 3.9332
H -5.5515 7.9097 2.8846
H -4.7778 4.9905 2.3612
H -4.6246 6.1904 1.0993
H -3.1460 6.2115 3.7956
H -2.4153 5.7596 2.4099
H -2.9067 8.0995 1.3361
H -3.4499 8.6111 2.9839
H -1.8379 7.9782 2.7326
C -9.3626 -3.2780 0.8256
C -10.2847 -3.5760 -0.3466
C -11.7823 -3.2441 0.0314
C -12.3213 -4.3340 0.9623
C -13.5139 -3.8613 1.8298
C -13.2014 -2.7833 2.8267
H -9.0766 -2.2272 0.7798
H -8.4211 -3.7654 0.5722
H -9.8772 -3.5755 1.7393
H -9.9283 -3.0344 -1.2228
H -10.1637 -4.5923 -0.7216
H -12.3714 -3.1629 -0.8821
H -11.8890 -2.2540 0.4744
H -12.5406 -5.1700 0.2981
H -11.5787 -4.7948 1.6138
H -14.4617 -3.6076 1.3549
H -13.8834 -4.7363 2.3645
H -13.0648 -1.7432 2.5307
H -14.0522 -2.6916 3.5019
H -12.3559 -3.1508 3.4084
C -1.4371 5.6458 -3.9838
C -1.8677 4.4604 -4.8036
C -3.4213 4.3789 -4.8638
C -3.9908 3.4113 -5.8684
C -5.5482 3.4680 -5.9986
C -6.4589 3.2687 -4.7110
H -2.0737 6.4877 -4.2561
H -0.4290 5.8679 -4.3339
H -1.3275 5.3651 -2.9363
H -1.4169 4.6320 -5.7811
H -1.4145 3.5115 -4.5169
H -3.7842 5.3843 -5.0771
H -3.6905 4.0923 -3.8472
H -3.5822 3.6542 -6.8493
H -3.6646 2.3848 -5.7009
H -5.8044 4.4754 -6.3267
H -5.8801 2.6969 -6.6938
H -7.5017 3.3289 -5.0227
H -6.2431 2.2611 -4.3557
H -6.2802 4.0299 -3.9516
C 10.6871 8.9275 -4.4516
C 9.2675 8.4347 -4.4450
C 8.7675 7.7252 -3.1220
C 9.2452 6.2878 -3.0723
C 8.8039 5.5858 -1.7496
C 7.3146 5.0728 -1.9289
H 10.8509 9.4518 -5.3931
H 11.3528 8.0758 -4.5915
H 10.7449 9.6026 -3.5977
H 8.6552 9.3175 -4.6287
H 9.0902 7.7519 -5.2759
H 7.6886 7.7638 -3.2723
H 8.6536 8.2623 -2.1803
H 8.7512 5.7351 -3.8714
H 10.3319 6.2863 -3.1576
H 9.3461 4.6456 -1.6491
H 8.9485 6.0974 -0.7981
H 6.6744 5.7195 -2.5289
H 7.2150 4.0794 -2.3664
H 6.9007 4.8598 -0.9433
C 6.7767 -2.5552 8.5195
C 7.4435 -2.6030 7.1455
O 7.1403 -1.4460 6.2810
O 7.1852 -1.3596 9.1534
H 7.0189 -3.4582 9.0798
H 5.6953 -2.5866 8.3871
H 7.1742 -3.4823 6.5603
H 8.5333 -2.6034 7.1621
H 7.8917 -0.8583 6.1732
H 6.8314 -0.7064 8.5454
C 6.5514 -2.5171 -6.5726
C 6.8821 -3.7361 -7.4306
O 5.6449 -4.2015 -8.1217
O 5.4517 -2.5605 -5.6656
H 6.3303 -1.5891 -7.0998
H 7.4163 -2.2895 -5.9494
H 7.2470 -4.6018 -6.8777
H 7.5801 -3.3354 -8.1656
H 5.8649 -5.0919 -8.4054
H 4.6882 -2.4821 -6.2422
C 0.4734 -0.6457 9.5936
C 0.3777 0.6704 8.8287
O 1.3008 0.5870 7.7290
O 0.2786 -1.7881 8.7190
H -0.2407 -0.8334 10.3955
H 1.4596 -0.7198 10.0518
H 0.5815 1.5072 9.4967
H -0.6202 0.8552 8.4309
H 0.8112 0.1059 7.0578
H 0.8057 -1.6632 7.9264
C 4.6057 -8.0546 -1.7178
C 3.6266 -7.2527 -0.8830
O 2.6946 -8.1233 -0.1535
O 5.5492 -8.7755 -0.8775
H 5.2277 -7.3901 -2.3175
H 4.1278 -8.6554 -2.4916
H 3.0538 -6.5641 -1.5041
H 4.1596 -6.6601 -0.1394
H 3.1212 -8.8098 0.3644
H 5.0952 -9.6149 -0.7729
O -3.2959 -7.7924 5.1984
C -3.2247 -6.5778 4.8782
N -2.3249 -6.0550 4.0485
C -4.1719 -5.5823 5.5766
H -1.7985 -6.7384 3.5231
H -2.3012 -5.0527 3.9266
H -4.1419 -4.5705 5.1724
H -3.9024 -5.4672 6.6264
H -5.1950 -5.9438 5.6800
O 11.6948 -4.4442 2.5705
C 10.9017 -4.8848 1.7244
N 10.7686 -6.1916 1.6995
C 10.1572 -3.9202 0.8601
H 10.1122 -6.6488 1.0829
H 11.3626 -6.8041 2.2401
H 10.2416 -4.2272 -0.1824
H 10.5386 -2.8995 0.8884
H 9.1307 -3.9568 1.2248
O -0.1930 -0.8330 2.4030
C 0.4035 -0.6047 1.3788
N 1.7320 -0.5533 1.3410
C -0.4585 -0.1881 0.1645
H 2.1840 -0.7448 2.2237
H 2.2901 -0.6348 0.5032
H -0.2765 0.8751 0.0077
H -1.5263 -0.4059 0.1855
H -0.0644 -0.8376 -0.6171
O -0.4968 -3.6392 -6.4388
C -1.2589 -4.5791 -6.6258
N -0.9452 -5.7784 -6.2935
C -2.6832 -4.4347 -7.2354
H -0.1098 -5.7465 -5.7269
H -1.6652 -6.4182 -5.9895
H -3.0415 -5.2967 -7.7982
H -2.5643 -3.5587 -7.8731
H -3.3342 -4.2264 -6.3864
```

Values from the calculation:
F_max ... 4.7 eV/Å
LUMO energy ... 0.10 eV
SMILES ... CC(N)=O.CC(N)=O.CC(N)=O.CC(N)=O.CCCCCC.CCCCCC.CCCCCC.CCCCCC.OCCO.OCCO.OCCO.OCCO
HOMO-LUMO gap ... 9.559 eV
HOMO level ... -9.5 eV